<A>
Here is a cluster of 2 separate species, C4H13NOS in total from the OMol25 dataset. Energies are from the ωB97M-V functional and the def2-TZVPD basis.

- E_LUMO (alpha / beta) (Ha) = -0.1136 / -0.2949
- spin multiplicity = 2
- net charge = +1
- frontier orbital gap (alpha / beta) (eV) = 10.6112 / 5.6054

Positions of all 20 atoms, in Å:
N 0.496 -0.443 0.026
H 2.467 1.949 -4.363
H -0.029 -2.169 -1.070
O 1.652 1.872 -3.817
H 0.142 1.124 2.956
C -0.334 -1.704 -0.096
H 1.936 1.154 -3.250
C -0.203 0.933 1.894
C 0.881 -0.013 1.357
H -0.041 2.060 -0.240
H -2.425 -2.186 -0.248
H -1.055 0.246 1.958
H 1.828 0.526 1.396
S -0.238 2.529 1.006
H 0.973 -0.859 2.049
C -1.875 -1.327 -0.014
H -2.090 -0.998 1.009
H 0.043 0.291 -0.500
H -0.013 -2.419 0.704
H -2.115 -0.566 -0.757

---

<B>
Here is a cluster of 2 separate species, C4H13NOS in total from the OMol25 dataset. Energies are from the ωB97M-V functional and the def2-TZVPD basis.

- E_LUMO (alpha / beta) (Ha) = -0.1118 / -0.3061
- spin multiplicity = 2
- net charge = +1
- frontier orbital gap (alpha / beta) (eV) = 10.1034 / 4.6596

Positions of all 20 atoms, in Å:
H 0.222 -2.123 -1.430
O 4.744 4.024 1.063
H -1.959 -0.898 0.222
H -0.259 0.265 -1.693
C 0.294 -0.155 -0.847
H -1.360 2.346 0.569
H -1.905 0.735 1.232
H -2.563 -1.901 -1.949
H -1.035 2.002 2.207
C -0.027 -1.585 -0.497
H 1.335 -0.071 -1.247
H 4.251 3.223 1.307
H -1.785 -3.213 -1.683
H -1.457 -2.373 0.849
S 0.432 0.937 0.589
C -1.582 -1.855 -0.149
C -1.127 1.491 1.214
N -2.313 -2.510 -1.167
H 0.445 -2.035 0.378
H 5.649 3.695 1.032

---

List of relative energies, unit kcal/mol: <A> 0.0; <B> 5.7

---

<A>
Here is a cluster of 2 separate species, C6H5NOS2 in total from the OMol25 dataset. Energies are from the ωB97M-V functional and the def2-TZVPD basis.

- E_LUMO (alpha / beta) (Ha) = -0.1086 / -0.1086
- spin multiplicity = 1
- frontier orbital gap (alpha / beta) (eV) = 6.5224 / 6.5235

Positions of all 15 atoms, in Å:
C -0.848 0.996 -0.988
H 0.937 -1.838 -0.132
C -0.020 -0.103 -1.188
C -1.341 1.241 0.302
C -0.064 -0.529 1.170
S -2.712 2.355 0.337
H 0.576 -0.207 -2.180
O -3.754 -2.003 -0.778
H -1.216 0.877 2.397
S -3.242 -0.755 -0.191
H -1.145 1.634 -1.930
H 0.356 -0.916 2.001
C -0.896 0.557 1.375
C 0.298 -0.936 -0.095
N -4.311 0.281 -0.249

---

<B>
Here is an isolated molecule of C6H5NOS2 from the OMol25 dataset. Energies are from the ωB97M-V functional and the def2-TZVPD basis.

- E_LUMO (Ha) = 0.0084
- spin multiplicity = 1
- frontier orbital gap (eV) = 8.8703

Positions of all 15 atoms, in Å:
C -1.189 0.284 -1.701
H -1.592 0.635 -2.638
H -2.726 -1.170 -1.402
H 0.505 1.619 -1.742
C -1.348 -1.167 0.221
N 1.843 0.891 0.662
S 2.137 0.410 2.262
H 1.992 1.869 0.468
C 0.434 0.388 0.003
H -1.851 -1.942 0.774
S 0.478 -1.024 2.300
C -0.198 -0.589 0.745
C -0.022 0.850 -1.203
O 3.368 -0.332 2.247
C -1.832 -0.723 -0.998

---

List of relative energies, unit kcal/mol: <A> 85.5; <B> 0.0

---

<A>
Here is a structure of composition C45H59N9O4SSc from the OMol25 dataset. Energies are from the ωB97M-V functional and the def2-TZVPD basis.

- E_LUMO (Ha) = -0.1060
- spin multiplicity = 1
- net charge = +1
- frontier orbital gap (eV) = 6.9501

Positions of all 119 atoms, in Å:
H -3.687 -2.577 0.917
H -3.636 5.767 1.150
H -4.748 0.291 2.945
C -1.802 4.869 0.506
C -3.130 -1.906 -3.314
C -1.112 3.704 0.183
H -2.693 -2.638 4.527
C -0.501 1.593 -5.200
H 3.542 1.284 -1.628
H -1.483 1.149 -5.080
C 2.449 -4.719 -0.743
O 0.487 1.169 4.314
H 3.029 -3.847 -0.436
H -3.154 0.302 1.050
C 0.946 -3.248 -2.038
N 2.467 -2.321 3.892
H 0.488 -5.216 -1.406
C -2.226 -1.819 3.977
H 0.751 5.386 1.178
H 1.562 -4.039 3.434
H 0.006 5.757 -1.345
C 2.230 2.411 -2.920
H 0.704 2.880 -0.562
H 2.896 3.274 -2.980
N 0.977 -0.743 3.180
H 5.810 -0.886 0.522
H 2.584 -3.422 2.239
N 1.930 -3.214 2.982
H -2.901 0.200 -3.389
H 3.285 -2.569 4.433
H 1.732 -0.236 -3.555
C 0.242 -4.116 0.360
H -0.299 4.341 -2.356
H 2.170 4.735 0.377
H -3.724 -1.967 -4.214
C -3.625 -2.523 2.006
Sc 0.527 -0.020 0.609
C -2.234 -2.070 2.467
H -2.789 -0.915 4.210
C 1.434 2.285 -4.191
H -0.051 -3.055 -2.426
C 0.977 -4.335 -0.974
C -1.869 -0.595 -1.680
H -3.846 -3.517 2.403
N -0.634 -1.763 0.087
C -5.045 0.915 0.277
H -5.559 -0.003 0.568
C -1.151 -4.273 2.790
H -3.316 -3.998 -2.816
C -2.652 -0.714 -2.862
H -1.209 -1.703 4.357
C 3.040 1.156 -2.591
C -3.087 2.431 0.819
H -5.757 1.738 0.360
H 3.403 3.232 1.565
C -0.059 1.972 -6.456
C 0.343 4.744 -1.571
H 3.249 -0.650 5.550
N 0.371 0.425 3.363
S 2.946 -1.316 0.537
C -0.412 -5.357 2.360
H -4.755 3.598 1.468
H -0.390 -6.277 2.931
C 1.204 2.531 -6.563
H 2.774 -0.965 -2.325
N 3.330 1.238 1.117
C 1.960 2.688 -5.414
H 1.357 -2.324 -1.649
H 7.130 1.172 0.920
C -1.797 0.750 -1.183
C -4.243 1.208 2.647
H -4.938 2.028 2.830
O -0.396 0.716 2.406
C -2.131 -2.985 -1.391
H 1.318 3.773 1.611
H 0.769 -6.144 0.784
H 2.883 -5.085 -1.675
C -1.231 -3.117 2.026
C -0.508 -3.010 0.819
C 5.328 0.051 0.761
C 6.050 1.194 0.980
H 2.098 0.590 5.137
H -1.970 -3.887 -0.819
H -4.764 0.823 -0.774
C -2.889 -3.046 -2.525
H -0.691 1.832 -7.322
H 1.527 2.582 -2.110
H 1.566 -3.569 -2.878
N -1.179 1.225 -0.143
H -2.447 1.443 -1.721
C 0.308 3.867 -0.316
C -1.774 2.477 0.307
H 2.577 -5.497 0.007
C -3.828 1.150 1.173
H 1.591 2.843 -7.523
N 0.217 1.737 -4.086
H 5.917 3.312 1.455
H 3.825 0.993 -3.336
H -1.719 -4.344 3.709
H 2.948 3.129 -5.455
C 3.920 0.052 0.823
C -3.112 4.845 0.935
C 1.983 -1.084 4.019
C -3.738 3.627 1.099
C -1.507 -1.778 -0.949
C 1.190 4.470 0.782
H -3.375 1.357 3.291
H 0.269 -0.040 -2.112
C 0.252 -5.268 1.155
C 2.184 -0.085 -2.575
N 2.543 -0.290 4.930
O 2.002 1.303 1.203
H 1.360 4.820 -1.960
C 4.022 2.378 1.341
O 1.104 0.032 -1.621
H -4.398 -1.845 2.359
C 5.384 2.390 1.277
H -1.301 5.822 0.390
H -1.999 -1.130 1.973

---

<B>
Here is a structure of composition C45H59N9O4SSc from the OMol25 dataset. Energies are from the ωB97M-V functional and the def2-TZVPD basis.

- E_LUMO (Ha) = -0.1012
- spin multiplicity = 1
- net charge = +1
- frontier orbital gap (eV) = 6.9653

Positions of all 119 atoms, in Å:
H -3.021 1.316 2.989
C -0.571 -0.212 5.201
C -2.475 1.921 3.722
H -5.338 1.802 -4.049
C -1.914 3.082 -2.741
H 3.538 -2.634 -5.037
H -0.385 -1.863 6.554
H -2.036 -4.726 1.411
H 0.869 2.686 -4.589
C -2.633 3.817 -3.708
H 3.143 -3.904 -2.972
H 0.104 -4.907 3.379
C -3.448 -1.765 -0.625
C 0.467 4.921 0.873
H -0.422 -3.529 4.754
N 1.177 2.622 1.406
C 3.681 -0.789 0.025
H 4.248 -2.228 1.336
C 0.398 -4.437 -1.201
H 0.108 1.087 -3.007
N 3.520 -1.591 1.067
H 2.903 -5.073 -1.173
H 0.922 5.909 0.935
C 1.953 1.797 2.120
H -2.972 4.309 1.225
C 1.387 1.727 -4.579
C -3.847 -2.374 -1.778
C 2.471 4.428 2.275
C 2.618 -2.970 -3.129
H -1.285 5.999 1.537
H -4.004 0.539 -2.320
H 1.696 0.753 2.093
H -2.266 -4.303 3.113
H -1.993 2.393 1.634
C -0.959 1.682 3.657
H -2.026 4.451 -0.261
C -2.019 -3.901 2.127
C -1.591 -2.148 -2.637
N 2.657 0.080 -0.155
O -1.876 1.202 -1.409
C 1.512 -3.409 -0.949
H 2.321 -0.527 -5.416
C 1.406 3.943 1.519
C -0.654 -0.727 2.841
C 2.778 -4.182 -0.554
C -3.697 1.479 -2.756
C -0.711 0.386 -4.832
N 2.437 -1.441 1.973
O -1.707 2.742 0.785
H -0.400 -0.149 -5.734
H -0.881 -2.329 -3.431
H -4.149 -1.647 0.194
H -4.859 -2.735 -1.900
C 1.025 -1.308 -2.374
C -0.571 -2.106 3.164
H 3.607 1.468 3.430
C 0.495 0.671 -3.929
C -1.985 4.155 0.783
O 3.673 1.109 -1.893
H 0.368 4.693 -0.185
H 2.326 1.857 -4.041
H 0.405 -5.089 1.667
H 0.392 -5.199 -0.420
H 4.847 -0.346 -1.557
S -0.386 3.478 -2.130
C 2.158 -1.083 -4.501
H 1.400 -3.997 2.627
C -3.843 3.380 -4.175
H 2.630 5.497 2.327
H -0.591 -3.987 -1.243
C 1.246 -0.593 -3.569
C -0.244 2.606 4.643
H -0.279 3.638 4.291
H -2.182 4.730 -4.070
C 2.843 -2.262 -4.295
C 1.724 -2.519 -2.161
H -3.156 -3.094 -3.695
N -2.509 1.945 -2.303
H 4.139 3.931 3.530
H -1.168 1.329 -5.147
H -4.373 3.958 -4.920
H 2.375 -2.314 2.484
H 0.803 2.329 4.769
C -0.934 4.965 1.517
H -0.595 1.927 2.665
C 0.383 -4.362 2.477
C -0.474 -2.478 4.503
C -0.627 -3.253 2.158
H -2.858 1.641 4.704
O 1.733 1.728 -1.213
N 4.767 -0.923 -0.735
C -4.391 2.181 -3.694
C 3.026 2.203 2.888
C -2.879 -2.578 -2.783
H -2.721 2.977 3.565
H 5.430 -1.658 -0.563
N 2.743 0.966 -1.127
H 1.210 -2.769 -0.118
C 3.306 3.557 2.949
H 0.578 -4.945 -2.151
C -2.124 -1.292 -0.437
N -0.747 -0.369 1.422
H -2.642 -1.133 1.593
H -0.718 2.591 5.626
H -0.412 -2.867 1.161
H -0.597 0.523 5.995
C -1.837 -0.884 0.899
Sc -0.162 1.196 -0.416
H 2.703 -4.528 0.480
C -0.678 0.217 3.882
C -1.160 -1.417 -1.488
H -2.806 -3.203 1.848
H -1.472 -0.209 -4.330
H 3.685 -3.588 -0.665
H 1.589 -1.386 1.407
H 1.617 1.468 -5.616
C -0.460 -1.548 5.522
N 0.066 -0.849 -1.392
H -0.885 4.644 2.560

---

List of relative energies, unit kcal/mol: <A> 0.0; <B> 17.6

---

<A>
Here is an isolated molecule of C4H8Si from the OMol25 dataset. Energies are from the ωB97M-V functional and the def2-TZVPD basis.

- E_LUMO (alpha / beta) (Ha) = -0.0031 / 0.0068
- spin multiplicity = 1
- frontier orbital gap (alpha / beta) (eV) = 8.4606 / 8.8854

Positions of all 13 atoms, in Å:
H 0.760 -2.005 0.899
H -1.747 -0.974 -0.880
C -1.479 -0.663 0.025
H -2.350 1.352 -0.092
H 2.074 0.738 1.184
H 2.408 0.891 -1.246
H -1.734 -1.152 0.902
H -0.246 2.569 0.016
C 0.927 -1.370 -0.026
H 1.465 -2.042 -0.799
Si 1.509 0.425 0.003
C -1.372 0.782 -0.034
C -0.214 1.448 0.047

---

<B>
Here is an isolated molecule of C4H8Si from the OMol25 dataset. Energies are from the ωB97M-V functional and the def2-TZVPD basis.

- E_LUMO (alpha / beta) (Ha) = -0.0121 / -0.0209
- spin multiplicity = 1
- frontier orbital gap (alpha / beta) (eV) = 8.9334 / 6.6376

Positions of all 13 atoms, in Å:
H -1.194 1.630 -0.316
H 2.927 -0.306 -1.361
C -1.454 -1.511 -0.223
C -1.614 -0.263 0.082
H -0.519 0.505 -1.457
H -2.359 0.254 0.830
H 1.405 1.570 0.253
H 0.496 0.606 1.345
Si 1.947 -0.566 -0.156
H 2.534 -0.985 1.036
C -0.641 0.718 -0.388
H -2.187 -2.369 0.056
C 0.660 0.716 0.300

---

List of relative energies, unit kcal/mol: <A> 0.0; <B> 24.7

---

<A>
Here is a cluster of 2 separate species, CN3O3 in total from the OMol25 dataset. Energies are from the ωB97M-V functional and the def2-TZVPD basis.

- E_LUMO (Ha) = 0.1287
- spin multiplicity = 1
- net charge = -1
- frontier orbital gap (eV) = 7.5986

Positions of all 7 atoms, in Å:
N -1.011 -1.013 0.073
C 1.401 0.516 0.017
N 2.452 -0.023 -0.023
N -1.340 0.134 -0.086
O 0.308 1.147 0.055
O 0.046 -1.595 -0.017
O -2.323 0.789 0.001

---

<B>
Here is a structure of composition CN3O3 from the OMol25 dataset. Energies are from the ωB97M-V functional and the def2-TZVPD basis.

- E_LUMO (alpha / beta) (Ha) = 0.0605 / 0.0604
- spin multiplicity = 1
- net charge = -1
- frontier orbital gap (alpha / beta) (eV) = 5.6668 / 5.6657

Positions of all 7 atoms, in Å:
O -1.629 -1.064 0.655
N 3.033 -0.157 0.706
N -1.112 0.893 -0.189
N -1.790 -0.050 0.076
C 2.165 -0.192 -0.053
O 1.330 -0.217 -0.945
O -2.893 0.667 -0.222

---

List of relative energies, unit kcal/mol: <A> 0.0; <B> 23.7

---

<A>
Here is an isolated molecule of C4H7ClN2S from the OMol25 dataset. Energies are from the ωB97M-V functional and the def2-TZVPD basis.

- E_LUMO (Ha) = 0.0309
- structure (SMILES) = CS/N=C\N/C=C\Cl
- spin multiplicity = 1
- frontier orbital gap (eV) = 8.9718

Positions of all 15 atoms, in Å:
H 1.795 -2.268 -0.130
Cl 1.963 -0.695 -3.404
H 0.147 -0.036 -1.271
C -0.011 -0.656 0.707
N -0.938 0.039 1.216
S -1.593 1.301 0.217
N 0.553 -0.628 -0.539
C -2.135 2.352 1.525
C 2.197 -1.696 -2.010
H -1.311 2.551 2.282
C 1.443 -1.579 -0.911
H 3.008 -2.417 -2.160
H -2.532 3.261 1.117
H 0.399 -1.448 1.297
H -2.983 1.919 2.064

---

<B>
Here is an isolated molecule of C4H7ClN2S from the OMol25 dataset. Energies are from the ωB97M-V functional and the def2-TZVPD basis.

- E_LUMO (Ha) = 0.0128
- structure (SMILES) = [H]/N=C/N(S)C(=C)CCl
- spin multiplicity = 1
- frontier orbital gap (eV) = 9.4151

Positions of all 15 atoms, in Å:
H -0.102 1.852 2.110
C -0.844 -1.215 0.639
C 1.819 -0.197 -0.315
N 2.108 -1.423 0.028
H -1.554 -1.443 1.425
N 0.706 0.541 0.075
H 3.198 -1.692 -0.187
H -0.179 -2.084 0.600
H 0.818 2.855 0.364
S 0.236 2.095 -0.554
C -0.287 0.031 1.047
C -0.778 0.944 1.910
Cl -1.542 -1.490 -1.033
H 2.655 0.404 -1.000
H -1.554 0.712 2.714

---

List of relative energies, unit kcal/mol: <A> 0.0; <B> 41.6

---

<A>
Here is a cluster of 4 separate species, C8H12N4 in total from the OMol25 dataset. Energies are from the ωB97M-V functional and the def2-TZVPD basis.

- E_LUMO (Ha) = 0.0070
- structure (SMILES) = CC#N.CC#N.CC#N.CC#N
- spin multiplicity = 1
- frontier orbital gap (eV) = 11.8847

Positions of all 24 atoms, in Å:
H 1.438 0.969 -1.543
N -3.819 -2.752 0.716
H -0.201 -0.238 3.829
H 0.075 1.022 -0.413
H -2.316 -2.552 -1.960
H -3.574 -1.224 -2.038
H -1.313 0.037 2.451
H 3.084 1.691 0.550
H 3.882 0.184 1.270
C -3.619 -2.525 -0.392
C 0.381 1.174 -1.448
C -0.520 0.384 -2.287
H -3.969 -2.896 -2.429
N 1.030 2.029 1.978
C -0.689 0.513 3.212
N -1.228 -0.221 -2.948
H -1.388 1.027 3.870
H 0.105 2.207 -1.671
N 5.293 0.728 -1.383
C 4.438 0.703 -0.619
C 3.389 0.660 0.425
H 2.599 -0.017 0.112
C 0.275 1.353 2.518
C -3.351 -2.257 -1.799

---

<B>
Here is a cluster of 2 separate species, C8H12N4 in total from the OMol25 dataset. Energies are from the ωB97M-V functional and the def2-TZVPD basis.

- E_LUMO (Ha) = 0.0202
- structure (SMILES) = Cc1cnc[nH]1.Cc1cnc[nH]1
- spin multiplicity = 1
- frontier orbital gap (eV) = 8.7955

Positions of all 24 atoms, in Å:
N -0.538 -0.487 -1.222
H 0.394 2.254 -1.429
C -1.152 0.704 -1.567
N -2.312 -1.085 -2.442
H 0.364 -0.532 -0.741
H -0.027 -2.368 1.837
H -3.067 0.925 -2.684
N 2.252 1.373 1.553
C -2.252 0.287 -2.340
H -0.485 0.035 2.552
H -1.250 2.734 -1.955
H 1.720 -2.725 1.672
N 0.394 0.274 2.088
C 1.120 1.341 2.285
H -0.942 2.324 -0.238
H 0.698 2.211 2.789
C 1.161 -0.648 1.464
H 0.734 -2.389 0.215
C -1.236 -1.472 -1.725
C 2.247 0.069 1.047
C 0.888 -2.121 1.273
H -1.031 -2.515 -1.483
H 3.001 -0.259 0.330
C -0.683 2.070 -1.280

---

List of relative energies, unit kcal/mol: <A> 24.3; <B> 0.0

---

<A>
Here is a cluster of 2 separate species, C2H10N3O in total from the OMol25 dataset. Energies are from the ωB97M-V functional and the def2-TZVPD basis.

- E_LUMO (Ha) = -0.1098
- spin multiplicity = 1
- net charge = +1
- frontier orbital gap (eV) = 11.5300

Positions of all 16 atoms, in Å:
C -0.357 -0.976 -0.080
N -1.514 -0.266 -0.094
H -1.118 -2.340 -1.321
C 0.754 0.498 1.789
H 0.453 3.039 -1.525
H -2.244 -0.642 -0.609
H 1.352 0.018 2.622
H 1.519 -0.554 0.229
N 0.653 -0.501 0.699
H 0.494 -2.686 -0.747
H 1.318 1.314 1.366
O 0.466 2.086 -1.678
N -0.325 -2.104 -0.766
H -0.231 0.640 2.248
H 0.223 1.963 -2.624
H -1.442 0.511 0.492

---

<B>
Here is the ion C2H10N3O with charge +1 from the OMol25 dataset. Energies are from the ωB97M-V functional and the def2-TZVPD basis.

- E_LUMO (Ha) = -0.1134
- structure (SMILES) = N[C@@H]([NH3+])[C@@H](N)O
- spin multiplicity = 1
- net charge = +1
- frontier orbital gap (eV) = 11.5672

Positions of all 16 atoms, in Å:
H -0.116 -2.242 -0.479
C -0.165 -0.119 -0.750
N 0.740 0.643 -1.619
H 0.674 1.226 0.593
H -2.181 0.371 1.282
H -1.306 1.826 1.613
H 0.429 0.724 -2.607
H 1.075 -1.832 -1.366
H -1.115 -0.355 -1.036
C -0.234 0.579 0.686
N -1.474 1.020 1.027
H 0.794 -0.042 2.495
H 0.964 -1.277 0.368
O 0.441 -0.602 1.719
H 0.923 1.562 -1.308
N 0.549 -1.482 -0.621

---

List of relative energies, unit kcal/mol: <A> 0.0; <B> 40.9